# C7H6NO4

A gas-phase ion, C7H6NO4 (charge -1) (ωB97M-V/def2-TZVPD, the OMol25 dataset).

The HOMO energy comes out at -4.23 eV. The spin multiplicity is 1. The frontier orbital gap comes out at 7.89 eV. As for the molar mass: 168.128 Da. As for the charge: -1. The value obtained for the LUMO energy is 0.1344 hartree. The calculation puts the relative energy (zero: lowest compared OMol25 entry of this formula, charge and spin) at 79.9 kJ/mol. As for the SMILES: O=C([O-])N(O)c1ccccc1O.

Last column: natural (NBO) charge in e.
Positions of all 18 atoms, in Å:
C1 1.810 -1.466 0.148  -0.260
C2 2.579 -0.409 -0.301  -0.224
C3 0.475 -1.272 0.475  -0.211
C4 2.030 0.857 -0.402  -0.283
C5 -0.065 -0.014 0.353  0.086
C6 0.695 1.078 -0.077  0.277
C7 -2.575 -0.758 -0.061  0.847
N1 -1.663 0.183 0.601  -0.232
O1 -2.253 -1.932 -0.107  -0.737
O2 -3.614 -0.179 -0.444  -0.776
O3 0.212 2.334 -0.214  -0.702
O4 -2.152 1.503 0.425  -0.656
H1 2.236 -2.457 0.218  0.197
H2 3.610 -0.563 -0.597  0.195
H3 -0.156 -2.091 0.771  0.259
H4 2.601 1.699 -0.769  0.207
H5 -0.746 2.285 0.024  0.512
H6 -3.023 1.201 -0.043  0.501